13
Properties=species:S:1:pos:R:3:forces:R:3 method="wB97M-V/def2-TZVPD" spin_multiplicity=4 energy_ev=-25625.3729 orbital_gap_ev="7.70 / 6.17" total_charge=+2 e_homo_ev="-18.0 / -17.0"
C -2.348585 4.466304 0.804205 -0.46 0.72 0.80
H 1.809650 -1.263422 0.050460 -0.25 0.32 -0.28
H -1.077596 -1.459035 1.069227 0.30 -0.11 0.18
O 1.661529 0.114296 -2.266764 -2.55 -0.56 -0.54
C 0.884016 -0.820470 0.437044 0.88 -1.10 1.38
C 0.500816 0.051117 -1.942721 2.96 1.31 2.34
H 0.289294 -2.311092 1.860734 -0.17 0.01 -0.32
H 1.164147 -0.132836 1.244241 -0.14 0.00 -0.25
O -1.890347 3.757720 0.045409 0.51 -0.79 -0.81
H -0.171644 -2.678978 0.158211 0.07 0.11 0.32
C -0.077757 -1.888605 0.915372 -0.08 -0.12 -0.09
O 0.188147 -0.049365 -0.545729 -1.92 1.68 -3.10
Nd -0.931670 2.214367 -1.829689 0.85 -1.47 0.36